C42H42Li2O18S | ωB97M-V/def2-TZVPD

DFT total energy = -92327.7729 eV
HOMO-LUMO gap = 5.472 eV
net charge = 0
strongest force on any atom = 9.302 eV/A
ΔE to the lowest compared entry with this formula, charge and spin = 22.8 kcal per mole

Each line ends with the Mulliken charge.
Geometry (Å):
Li -1.67 2.85 1.87  0.76
Li -1.81 -2.63 2.61  0.80
S -1.00 -0.04 0.69  1.72
O -1.86 0.22 -0.48  -1.11
O -1.22 1.01 1.66  -0.13
O -1.24 -1.26 1.40  -0.44
O 0.36 0.13 0.31  -0.66
C -1.18 -0.02 6.10  -0.54
C -0.03 0.02 7.07  -0.23
C 1.23 0.44 6.73  -0.12
C 1.37 0.88 5.37  0.35
C 0.32 0.88 4.46  -0.10
C -1.01 0.42 4.82  -0.23
O -2.02 0.49 3.90  -0.64
O 2.14 0.45 7.67  -0.58
H -2.17 -0.39 6.60  0.26
H -0.22 -0.37 8.08  0.37
H 2.53 1.01 4.95  -0.04
H 0.36 1.21 3.45  0.64
H -1.76 0.54 3.00  0.55
H 2.04 1.08 8.42  0.36
C -5.49 2.24 2.17  -0.88
C -6.84 2.10 2.23  -1.08
C -7.57 2.12 0.98  0.72
C -6.88 2.18 -0.28  -0.76
C -5.46 2.02 -0.26  0.39
C -4.75 2.12 0.91  0.43
O -3.39 2.13 0.83  -0.02
O -8.92 2.18 0.88  -0.52
H -4.99 2.28 3.05  0.53
H -7.38 2.18 3.00  0.59
H -7.35 2.29 -1.25  0.45
H -4.79 2.21 -1.24  -0.04
H -3.23 1.34 0.19  -0.04
H -9.51 2.27 1.70  0.33
C 2.41 -4.24 -0.52  -0.55
C 2.81 -5.45 0.16  -0.80
C 2.76 -5.35 1.55  0.62
C 2.14 -4.25 2.21  -1.04
C 1.64 -3.13 1.58  -0.34
C 1.75 -3.15 0.11  0.25
O 1.30 -2.24 -0.66  0.06
O 3.50 -6.35 2.12  -0.53
H 2.61 -4.17 -1.53  0.59
H 3.37 -6.26 -0.26  0.39
H 2.09 -4.34 3.34  0.25
H 1.08 -2.50 2.15  0.83
H 0.60 -1.58 -0.09  -0.54
H 3.90 -6.10 2.90  0.29
C 4.65 1.79 3.59  -0.58
C 3.44 2.22 2.90  -0.80
C 2.92 1.45 1.81  0.38
C 3.62 0.30 1.30  -0.46
C 4.77 -0.11 1.95  -0.79
C 5.30 0.62 3.09  0.61
O 6.41 0.08 3.62  -0.49
O 1.79 1.86 1.31  -0.62
H 4.84 2.46 4.50  0.20
H 3.10 3.10 3.18  0.70
H 3.22 -0.30 0.59  0.78
H 5.36 -0.96 1.59  0.46
H 6.69 0.74 4.07  0.26
H 1.23 1.14 0.87  0.22
C 4.82 0.24 -4.44  -0.56
C 4.18 0.89 -3.41  -0.54
C 3.03 0.48 -2.85  0.28
C 2.28 -0.68 -3.46  0.17
C 2.92 -1.32 -4.49  -1.12
C 4.22 -0.91 -5.01  0.61
O 4.64 -1.54 -6.15  -0.59
O 2.43 1.05 -1.74  -0.59
H 5.71 0.68 -4.71  0.50
H 4.85 1.62 -3.03  0.41
H 1.28 -0.82 -3.01  0.30
H 2.46 -1.88 -5.13  0.47
H 3.90 -2.03 -6.62  0.33
H 1.66 0.56 -1.36  0.22
C -2.20 4.28 -2.97  -0.62
C -2.05 3.00 -2.62  -0.19
C -0.85 2.29 -2.94  0.51
C 0.27 2.92 -3.51  -0.56
C 0.11 4.33 -3.80  -0.69
C -1.08 5.03 -3.41  0.85
O -1.17 6.35 -3.70  -0.58
O -0.75 0.93 -2.70  -0.38
H -3.08 4.79 -2.76  0.37
H -2.63 2.37 -1.98  -0.09
H 1.17 2.57 -3.64  0.75
H 0.97 5.02 -4.42  0.16
H -1.98 6.69 -3.22  0.30
H -1.06 0.68 -1.81  -0.08
C -3.32 -2.30 -4.07  -0.83
C -2.66 -3.40 -4.78  -0.66
C -1.57 -3.96 -4.27  0.42
C -0.98 -3.42 -3.13  -0.82
C -1.71 -2.50 -2.37  0.15
C -2.91 -1.94 -2.79  0.23
O -3.34 -0.90 -2.08  -0.65
O -0.83 -4.95 -5.02  -0.56
H -4.13 -1.69 -4.51  0.36
H -3.13 -3.56 -5.72  0.33
H -0.14 -3.64 -2.64  0.82
H -1.09 -1.93 -1.51  0.32
H -2.80 -0.48 -1.37  0.53
H -1.34 -4.80 -5.85  0.29